(1)
This record from OMol25 describes a molecular structure, C8H29AgN2O6. The level of theory is ωB97M-V with the def2-TZVPD basis set.

E_LUMO (spin up / spin down): -0.174 / -0.321 Ha
frontier orbital gap (spin up / spin down): 6.96 / 2.89 eV
HOMO energy (spin up / spin down): -11.697 / -11.631 eV

```
! wB97M-V def2-TZVPD RIJCOSX def2/J DEFGRID3
* xyz 1 2
N 15.02078 12.52448 -8.36887
H 15.24579 7.56492 -9.31397
H 12.09548 14.62380 -13.50360
N 13.74415 6.81462 -11.59865
H 17.03944 10.29538 -11.51143
C 14.81487 8.32363 -9.96544
H 12.40185 9.63658 -10.35292
H 10.51871 13.18287 -13.03800
O 13.58812 9.67253 -12.08202
H 17.30927 11.15179 -12.95998
H 14.01017 12.50581 -8.21242
O 12.48477 14.80437 -14.38300
O 10.70782 11.75796 -10.59455
C 15.32434 12.36750 -9.77278
H 12.35033 10.26366 -13.60781
C 13.48891 7.83230 -10.56806
H 11.86567 8.65291 -11.77470
H 15.39618 11.77019 -7.78524
O 9.80586 13.14311 -13.71585
H 14.79506 11.42817 -10.05149
Ag 11.15170 15.88945 -10.65767
H 14.59841 9.26867 -9.45272
C 16.83818 11.26266 -11.98653
C 16.85167 12.28192 -9.95073
H 15.14040 14.51172 -10.37918
H 11.94700 15.51065 -14.75314
C 12.72192 9.01152 -11.19700
H 14.72012 13.32399 -11.56881
H 14.59840 6.97865 -12.13040
H 14.04952 5.98826 -11.07719
H 17.35242 11.40913 -9.50889
H 15.54019 8.52862 -10.75150
H 9.91034 11.51712 -11.08035
H 12.49847 11.46435 -12.30851
H 12.40217 13.62857 -11.94370
H 9.43905 14.02998 -13.73596
H 17.33644 13.06299 -9.35744
H 12.82977 7.35183 -9.84648
C 14.66786 13.54001 -10.49740
H 15.75058 11.31816 -12.10162
C 13.03810 10.71215 -12.88921
O 11.57334 14.09422 -11.81780
H 13.60212 13.55985 -10.27341
H 13.88978 11.15161 -13.40056
O 17.30296 12.37880 -11.26345
H 10.99448 12.61160 -10.99025
*
```

Mulliken population analysis, charges in e, atoms 1 to 2: N -0.230; H 0.459

(2)
This record from OMol25 describes 7 unconnected molecules or ions with the total composition C8H29BrNO8. The level of theory is ωB97M-V with the def2-TZVPD basis set.

E_LUMO: 0.104 Ha
frontier orbital gap: 8.86 eV
HOMO energy: -6.047 eV

```
! wB97M-V def2-TZVPD RIJCOSX def2/J DEFGRID3
* xyz -1 1
C 0.25493 5.21650 2.07375
H 0.47591 1.18410 -0.75696
H -0.31281 5.85598 1.38108
O -0.73502 -2.83059 -1.85877
H 2.97820 4.50139 -0.35658
Br -1.16063 -0.54787 0.45756
H 2.80082 -0.20060 0.57704
O 1.14687 4.40387 1.37345
H 2.02723 -3.45115 2.84415
H -2.98186 -1.59180 1.90234
H 1.88784 1.21739 -1.45484
H 2.37797 -1.82952 3.54907
O 2.61089 -0.53974 1.45598
H -1.87522 -0.81721 -3.19631
H -0.44781 4.62943 2.67534
H 0.79561 5.90362 2.72515
C -1.60258 -5.05093 -2.39250
H -1.69635 -5.60548 -4.23408
H -0.27206 3.08123 0.64451
H 1.82434 -2.24076 0.57117
N 1.09679 1.83119 -1.26043
H -3.17121 2.67732 0.04616
H 2.26166 4.24307 -1.94423
C 1.85885 -2.37242 2.75054
H -0.79851 -2.16454 -1.13601
H -2.69709 -3.37444 -1.65848
C 2.65422 3.73108 -1.06297
O -1.84168 -4.77721 -3.76951
H 0.18810 -1.45647 2.15850
C -1.69664 -3.81081 -1.53306
H -0.60535 -5.49763 -2.28168
C 2.46549 -1.94431 1.40499
H 3.40048 -2.51122 1.27731
H -1.98275 1.78849 -0.31469
H -2.43747 -0.28152 -1.88614
O 0.47081 -2.14534 2.80202
O -3.57236 -1.87689 2.62274
H -3.06111 -2.54564 3.08926
H 0.17958 4.43867 -0.44366
H -1.62347 -4.11750 -0.48452
O -2.20319 -0.00638 -2.78746
C 0.54469 3.72033 0.30080
H -2.33486 -5.76086 -1.98818
H 3.55319 3.16576 -1.31636
C 1.60919 2.85404 -0.35809
H 2.20035 2.41140 0.46247
O -2.55398 2.49396 -0.66985
*
```

Mulliken population analysis, charges in e, atoms 1 to 2: C -0.721; H 0.125

(3)
This record from OMol25 describes a molecular structure, C8H2F15N9O4SbSc. The level of theory is ωB97M-V with the def2-TZVPD basis set.

E_LUMO (spin up / spin down): 0.085 / -0.039 Ha
frontier orbital gap (spin up / spin down): 9.47 / 6.71 eV
HOMO energy (spin up / spin down): -7.155 / -7.770 eV
energy relative to the best compared isomer or geometry (same formula, charge and spin): 0.00 kJ/mol

```
! wB97M-V def2-TZVPD RIJCOSX def2/J DEFGRID3
* xyz -1 2
F 1.87770 -8.52104 -5.21214
F 1.31670 -10.77981 -8.28395
O 7.26789 -9.86010 -9.03544
N 4.68093 -6.37386 -7.86292
F 8.89069 -12.21026 -11.24127
N 4.89586 -7.90788 -4.80091
C 8.16585 -9.57843 -11.27509
F 9.30898 -9.77745 -12.00801
F 9.60517 -10.20233 -7.97197
F 7.16632 -10.04348 -12.04871
Sb 1.46158 -9.61629 -6.76892
F 9.82746 -8.59889 -9.37632
C 3.84481 -11.37708 -7.04971
C 5.65761 -8.99372 -4.78996
C 8.23030 -10.26232 -9.85344
F 1.35582 -11.13870 -5.62198
N 6.24757 -9.63244 -5.83801
H 3.14349 -12.14393 -6.76956
Sc 5.60737 -9.41971 -8.13877
N 6.01743 -9.57948 -3.60086
O 4.93061 -11.59708 -7.55911
F 4.33824 -9.78358 -9.37194
O 4.68218 -7.24606 -10.73972
N 6.96764 -10.57517 -5.32022
C 9.59903 -9.91410 -9.26866
F 10.60806 -10.53953 -9.88994
C 5.29790 -7.73345 -9.94632
O 3.47089 -10.14688 -6.84189
N 4.05460 -5.53322 -7.07353
N 5.07141 -7.46354 -7.15783
N 3.99005 -6.02836 -5.84413
F 7.97577 -8.24905 -11.21075
H 4.44533 -7.61229 -3.95095
F 8.68805 -12.47566 -9.06447
F -0.34755 -9.43555 -6.64485
N 6.81513 -10.52504 -3.89806
C 8.20270 -11.82930 -10.13829
C 4.62456 -7.18872 -5.92227
F 6.95609 -12.19027 -10.32573
F 1.78873 -8.08724 -7.84739
*
```

Mulliken population analysis, charges in e, atoms 1 to 2: F -0.608; F -0.580

(4)
This record from OMol25 describes 2 unconnected molecules or ions with the total composition C8H2F18O4P. The level of theory is ωB97M-V with the def2-TZVPD basis set.

E_LUMO: 0.022 Ha
frontier orbital gap: 3.96 eV
HOMO energy: -3.370 eV

```
! wB97M-V def2-TZVPD RIJCOSX def2/J DEFGRID3
* xyz -1 1
C 0.64204 1.81160 -0.65082
O 5.62946 0.46146 1.30302
F -5.51482 -0.18784 1.11486
F -4.92843 0.63005 -1.06750
O 5.47664 -2.00707 -0.28170
F 0.31428 3.24665 -0.30686
F -0.44119 1.64459 1.61056
F 2.47074 1.80489 1.23272
F 0.35910 1.69122 -2.11110
F -4.72684 -1.92774 -1.80759
F -2.95799 -2.41230 -0.20296
F 2.07545 -0.63830 -1.61584
H 6.01751 0.32100 2.23809
F -4.21482 -4.50573 -0.72391
F -1.97899 -0.02800 -1.61395
C -1.93801 0.84433 -0.38981
C -0.41676 0.91744 0.28610
F -5.25728 -2.71952 0.39807
F -3.55454 1.73648 1.31379
F -2.57124 -0.36351 1.86650
C -3.10415 0.41829 0.72744
O 4.68697 -1.84936 2.27050
F 2.97625 2.72268 -0.91160
F -2.37357 2.20604 -0.87973
C 2.21298 1.60587 -0.23849
C 2.88227 0.18128 -0.68412
C -4.30701 -1.82518 -0.36285
C -4.44148 -0.24765 0.05317
H 5.07420 -1.90712 -1.19379
P 4.68763 -0.99157 0.90508
O 3.01684 -0.63817 0.56615
F 4.19181 0.49233 -1.31835
F 0.01296 -0.48714 0.47492
*
```

Mulliken population analysis, charges in e, atoms 1 to 2: C 0.522; O -0.522

(5)
This record from OMol25 describes a molecular structure, C8H2F24LiN4O17S8. The level of theory is ωB97M-V with the def2-TZVPD basis set.

E_LUMO: 0.207 Ha
frontier orbital gap: 8.56 eV
HOMO energy: -2.924 eV
energy relative to the best compared isomer or geometry (same formula, charge and spin): 0.00 kJ/mol

```
! wB97M-V def2-TZVPD RIJCOSX def2/J DEFGRID3
* xyz -3 1
F -3.42598 1.60748 1.89745
O 0.74301 0.55183 -4.02898
F 3.93538 0.24220 0.23866
O -2.38461 -5.53472 4.60451
O 3.42830 -3.72793 -0.54230
C 3.43272 -0.34786 -0.84837
N 1.60200 -2.12789 -1.79085
S 1.75889 -1.23958 -0.49845
N -0.43295 2.32437 1.79315
O 1.98389 -1.89205 0.75391
O 1.33471 -4.63472 -1.55960
F -3.16444 3.55585 0.99026
F 0.24176 -5.39029 5.74596
O -3.34464 -1.50230 4.11673
F -1.10119 -2.35682 1.30306
O -3.94703 -3.55755 2.98761
C -3.10424 2.88558 2.13866
F -3.22627 4.19728 -1.69651
F -3.44397 2.34670 -2.84877
F -2.08153 -0.57965 1.97869
F -4.01676 3.34276 2.99693
F 2.83637 2.35426 -5.67457
N -1.46504 -3.26406 4.13476
O -1.43130 2.44611 4.13462
O -1.45020 -5.01848 2.35801
F 3.38023 3.17822 1.99845
C 2.15481 3.14221 1.48395
S 1.05102 2.26189 2.68700
O 0.77457 -0.16523 -0.44125
F 1.02461 1.67427 -6.65198
O -1.22764 4.50834 2.73357
F 0.56786 -6.46941 3.89128
F -3.18955 -2.04102 0.82019
C -2.86723 3.54895 -2.81800
F 1.22406 3.70814 -5.99619
H -3.15399 0.61430 -0.55993
C 3.28816 -3.81926 -3.15434
S -1.46870 -4.76746 3.77567
F 2.22603 2.42249 0.38441
S -2.89624 -2.65871 3.39735
H -2.06580 -0.35403 -1.03798
O -0.71537 2.78422 -1.58341
O 1.17621 2.94758 3.93009
C -2.24582 -1.88682 1.75097
S -0.95804 3.44665 -2.84576
C 1.51845 2.44246 -5.70020
O 1.77552 2.54158 -3.06022
O -0.52194 4.81789 -3.03851
F 1.16239 -4.41169 4.04144
C 0.23635 -5.28106 4.40834
Li -0.70433 1.28751 0.19303
F 4.34878 -4.62727 -2.91546
S 0.83703 1.98635 -3.99671
O -2.20977 0.55507 -0.73924
F 4.34437 -1.20524 -1.33019
F 2.55689 -4.34733 -4.11417
F 3.84955 -2.68955 -3.58156
S 2.35724 -3.61290 -1.52250
S -1.37059 3.05989 2.83205
F -3.27938 4.29604 -3.86144
N -0.73762 2.57992 -4.13414
F 1.72700 4.35604 1.20593
F 3.24507 0.57999 -1.79075
O 1.50895 0.91646 2.65560
*
```

Mulliken population analysis, charges in e, atoms 1 to 2: F -0.194; O -0.666

(6)
This record from OMol25 describes a molecular structure, C8H30AgB2N2O2. The level of theory is ωB97M-V with the def2-TZVPD basis set.

E_LUMO: -0.025 Ha
frontier orbital gap: 3.35 eV
HOMO energy: -4.020 eV
energy relative to the best compared isomer or geometry (same formula, charge and spin): 854.86 kJ/mol

```
! wB97M-V def2-TZVPD RIJCOSX def2/J DEFGRID3
* xyz -1 1
N 15.56421 15.96568 -28.46369
H 12.48779 12.25044 -27.68394
H 13.95180 15.65566 -29.69056
H 10.47948 20.49791 -25.82404
H 12.03258 16.40742 -19.10111
Ag 13.49610 17.46504 -25.02167
C 15.34822 17.31090 -19.82892
H 10.27664 19.18369 -26.98700
H 13.76122 12.12838 -26.52014
H 15.75018 16.81582 -28.97632
O 12.95863 17.74602 -20.59349
C 14.83584 15.09052 -29.39527
H 16.34640 18.10664 -17.90830
H 13.69895 18.35340 -18.73460
C 13.04196 12.82877 -26.94466
H 16.86103 18.68493 -19.43520
C 12.45357 16.48105 -20.10384
C 15.80200 14.89440 -30.56036
C 14.41225 13.74743 -28.65844
H 16.52963 14.15894 -30.21720
H 16.48492 15.69979 -30.83064
H 16.64328 16.59518 -21.07799
O 13.49819 13.99882 -27.52999
H 15.88989 22.93185 -23.64579
H 15.73216 22.88391 -25.38173
H 15.57654 21.36495 -24.48787
H 16.47079 15.52047 -28.46340
H 14.31685 19.25002 -20.10401
H 11.55560 20.36405 -27.23626
H 14.33071 22.43135 -24.29547
H 11.65347 16.25480 -20.80864
C 16.55550 17.77184 -18.92430
H 15.04642 16.35010 -19.41194
H 17.42102 17.13361 -18.74642
H 9.90881 20.84884 -27.45763
B 10.55330 20.21932 -26.86384
H 13.21682 15.70762 -20.18951
H 13.78203 13.18576 -29.34797
H 12.48140 13.01177 -26.02794
H 15.26589 13.10579 -28.44003
H 16.09121 18.02559 -21.48337
C 14.05731 18.24926 -19.75873
N 15.78218 17.11295 -21.18056
H 15.28231 14.56210 -31.45902
B 15.39664 22.42855 -24.46286
*
```

Mulliken population analysis, charges in e, atoms 1 to 2: N -0.648; H 0.307

Which formula does entry 4 have?
C8H2F18O4P

What did the sixth record say?
This record from OMol25 describes a molecular structure, C8H30AgB2N2O2. The level of theory is ωB97M-V with the def2-TZVPD basis set.

E_LUMO: -0.025 Ha
frontier orbital gap: 3.35 eV
HOMO energy: -4.020 eV
energy relative to the best compared isomer or geometry (same formula, charge and spin): 854.86 kJ/mol

```
! wB97M-V def2-TZVPD RIJCOSX def2/J DEFGRID3
* xyz -1 1
N 15.56421 15.96568 -28.46369
H 12.48779 12.25044 -27.68394
H 13.95180 15.65566 -29.69056
H 10.47948 20.49791 -25.82404
H 12.03258 16.40742 -19.10111
Ag 13.49610 17.46504 -25.02167
C 15.34822 17.31090 -19.82892
H 10.27664 19.18369 -26.98700
H 13.76122 12.12838 -26.52014
H 15.75018 16.81582 -28.97632
O 12.95863 17.74602 -20.59349
C 14.83584 15.09052 -29.39527
H 16.34640 18.10664 -17.90830
H 13.69895 18.35340 -18.73460
C 13.04196 12.82877 -26.94466
H 16.86103 18.68493 -19.43520
C 12.45357 16.48105 -20.10384
C 15.80200 14.89440 -30.56036
C 14.41225 13.74743 -28.65844
H 16.52963 14.15894 -30.21720
H 16.48492 15.69979 -30.83064
H 16.64328 16.59518 -21.07799
O 13.49819 13.99882 -27.52999
H 15.88989 22.93185 -23.64579
H 15.73216 22.88391 -25.38173
H 15.57654 21.36495 -24.48787
H 16.47079 15.52047 -28.46340
H 14.31685 19.25002 -20.10401
H 11.55560 20.36405 -27.23626
H 14.33071 22.43135 -24.29547
H 11.65347 16.25480 -20.80864
C 16.55550 17.77184 -18.92430
H 15.04642 16.35010 -19.41194
H 17.42102 17.13361 -18.74642
H 9.90881 20.84884 -27.45763
B 10.55330 20.21932 -26.86384
H 13.21682 15.70762 -20.18951
H 13.78203 13.18576 -29.34797
H 12.48140 13.01177 -26.02794
H 15.26589 13.10579 -28.44003
H 16.09121 18.02559 -21.48337
C 14.05731 18.24926 -19.75873
N 15.78218 17.11295 -21.18056
H 15.28231 14.56210 -31.45902
B 15.39664 22.42855 -24.46286
*
```

Mulliken population analysis, charges in e, atoms 1 to 2: N -0.648; H 0.307